1.
A structure of composition C12H44B2InO11. Source: OMol25; level of theory: ωB97M-V with the def2-TZVPD basis set.

Summary:
LUMO = -8.944 eV
ΔE to the lowest compared entry with this formula, charge and spin = 3.507 eV
HOMO = -0.4245 Eh
Calculated total energy = -42183.9758 eV

The geometry in ORCA input format:
```
! RIJCOSX wB97M-V def2-TZVPD def2/J DEFGRID3
* xyz 1 1
In -18.0735 4.0218 2.2497
B -14.9565 4.2061 2.4842
H -14.6965 5.2531 2.4636
H -15.4957 3.9488 1.5857
H -14.0648 3.6109 2.6065
H -15.5877 3.9816 3.3300
B -16.9904 6.8281 1.1674
H -17.9847 6.4092 1.1810
H -16.3318 5.9840 1.0329
H -16.8511 7.4606 0.3045
H -16.6459 7.4121 2.0067
C -15.6038 5.9010 6.5863
C -16.5383 6.3284 5.4156
O -17.4598 5.3559 5.0482
H -14.8775 5.1121 6.3907
H -16.1338 5.7349 7.5242
H -14.9052 6.6907 6.8629
H -15.8464 6.5966 4.6173
H -17.0873 7.2005 5.7708
H -18.2124 5.6914 5.5409
C -12.5175 7.5730 -0.9931
C -13.9772 7.1301 -0.7360
O -14.0775 6.8537 0.6327
O -11.6647 6.3898 -0.9976
H -12.3057 8.3348 -0.2429
H -12.4667 7.9202 -2.0250
H -14.1305 6.1785 -1.2449
H -14.7636 7.8675 -0.8968
H -15.0267 6.8852 0.7731
H -11.6601 6.0247 -1.8855
C -18.4814 2.2642 -1.4262
C -17.3412 3.3125 -1.5454
O -17.6842 4.3083 -0.6572
O -18.8629 1.9801 -0.0607
H -17.9858 1.3436 -1.7346
H -19.3860 2.6026 -1.9316
H -17.3697 3.7152 -2.5579
H -16.3148 3.0942 -1.2505
H -17.2560 5.1140 -0.9558
H -19.2723 1.1134 -0.1146
C -21.6323 5.8013 2.2009
C -20.6505 6.8763 2.5653
O -19.6530 6.3328 3.3986
O -20.8724 4.8116 1.4915
H -22.4885 6.2323 1.6820
H -22.1196 5.3018 3.0382
H -21.0974 7.7344 3.0674
H -20.1072 7.2873 1.7145
H -20.0256 6.4629 4.2738
H -21.4364 4.5355 0.7654
C -16.8951 11.8752 2.1643
C -16.4067 10.4152 2.2898
O -17.4619 9.5516 2.2264
O -16.9309 12.3636 0.8599
H -16.2436 12.4124 2.8535
H -17.9170 11.8624 2.5433
H -15.9071 10.1816 3.2299
H -15.7212 10.0724 1.5147
H -17.1482 8.6817 1.9687
H -17.6066 11.8067 0.4664
C -16.1125 7.3224 -3.9845
C -17.2132 7.7153 -2.9874
O -17.3086 6.8798 -1.8540
O -16.3920 6.0357 -4.6031
H -15.1742 7.3249 -3.4297
H -15.9825 8.0612 -4.7752
H -18.2086 7.8881 -3.3966
H -16.9096 8.6632 -2.5431
H -17.0209 7.3362 -1.0600
H -15.6243 5.5937 -4.9728
*
```


2.
A structure of composition C38H37MnN4O4PS. Source: OMol25; level of theory: ωB97M-V with the def2-TZVPD basis set.

Summary:
LUMO (spin up / spin down) = -3.980 / -3.360 eV
ΔE to the lowest compared entry with this formula, charge and spin = 0.000 eV
HOMO (spin up / spin down) = -0.3960 / -0.4010 Eh
Calculated total energy = -105597.6710 eV

The geometry in ORCA input format:
```
! RIJCOSX wB97M-V def2-TZVPD def2/J DEFGRID3
* xyz 1 5
Mn 0.0509 0.1360 0.1499
O 3.9812 0.6672 -0.4242
C 2.8945 1.1516 -0.2318
O 1.8440 0.4086 0.0255
C 2.7057 2.6500 -0.2883
C 3.8715 3.3957 -0.4542
C 3.8296 4.7734 -0.5399
C 2.6094 5.4302 -0.4698
C 1.4450 4.7040 -0.3059
C 1.4730 3.3109 -0.2113
P -0.1156 2.4611 0.0995
C -0.5609 3.1332 1.7417
C -1.1046 4.4069 1.8970
C -1.3423 4.9052 3.1667
C -1.0804 4.1283 4.2873
C -0.5533 2.8553 4.1401
C -0.2828 2.3672 2.8716
C -1.3442 3.2553 -0.9713
C -1.0439 3.9539 -2.1358
C -2.0659 4.5590 -2.8525
C -3.3837 4.4269 -2.4399
C -3.6931 3.6752 -1.3149
C -2.6762 3.0982 -0.5760
H 4.8068 2.8577 -0.5177
H 4.7431 5.3382 -0.6676
H 2.5602 6.5083 -0.5454
H 0.5008 5.2267 -0.2625
H -1.3593 5.0022 1.0303
H -1.7379 5.9049 3.2871
H -1.3004 4.5110 5.2749
H -0.3524 2.2416 5.0083
H 0.1572 1.3859 2.7562
H -0.0176 4.0445 -2.4672
H -1.8305 5.1357 -3.7374
H -4.1749 4.9062 -3.0018
H -4.7206 3.5296 -1.0090
H -2.9037 2.5357 0.3225
O -4.0467 -0.0634 -1.1754
S -2.7133 -0.5817 -1.2300
O -2.5262 -1.9961 -1.4345
N -1.8439 -0.2020 0.1640
C -2.3654 -0.6935 1.3769
C -3.6926 -0.9281 1.6942
C -4.0576 -1.4273 2.9554
C -3.1333 -1.7158 3.9191
C -1.7672 -1.5146 3.6430
C -0.7314 -1.8164 4.5532
C 0.5772 -1.6343 4.1909
C 0.8676 -1.1331 2.9178
N -0.0771 -0.8220 2.0539
C -1.3895 -1.0063 2.3780
C -1.8738 0.1982 -2.6017
C -0.5046 0.0588 -2.7930
C 0.0810 0.5110 -3.9631
C -0.7086 1.0892 -4.9465
C -2.0769 1.2107 -4.7584
C -2.6684 0.7534 -3.5898
H -4.4594 -0.7213 0.9686
H -5.1093 -1.5829 3.1556
H -3.4348 -2.0998 4.8846
H -0.9837 -2.2130 5.5288
H 1.3891 -1.8665 4.8649
H 1.8887 -0.9732 2.5911
H 0.1150 -0.4377 -2.0556
H 1.1455 0.3894 -4.1154
H -0.2516 1.4316 -5.8654
H -2.6926 1.6366 -5.5392
H -3.7370 0.8194 -3.4357
C 1.1099 -4.6240 -1.7534
C 1.7463 -4.0078 -0.5012
C 3.2482 -4.2705 -0.5018
C 1.1183 -4.5971 0.7631
N 1.5907 -2.5441 -0.4558
N 0.2845 -2.0469 -0.6854
H 1.3405 -5.6887 -1.7971
H 1.5110 -4.1575 -2.6561
H 0.0229 -4.5214 -1.7531
H 3.4371 -5.3373 -0.3897
H 3.7287 -3.7430 0.3231
H 3.7021 -3.9427 -1.4391
H 1.3246 -5.6659 0.8169
H 0.0322 -4.4716 0.7806
H 1.5436 -4.1159 1.6447
H 2.2509 -2.0685 -1.0561
H -0.3462 -2.5542 -0.0717
H -0.0689 -2.2247 -1.6269
*
```


3.
A structure of composition C39H34Cl2N6O4Ti. Source: OMol25; level of theory: ωB97M-V with the def2-TZVPD basis set.

Summary:
LUMO (spin up / spin down) = 2.507 / 2.399 eV
ΔE to the lowest compared entry with this formula, charge and spin = 0.034 eV
HOMO (spin up / spin down) = -0.1501 / -0.1556 Eh
Calculated total energy = -106293.4005 eV

The geometry in ORCA input format:
```
! RIJCOSX wB97M-V def2-TZVPD def2/J DEFGRID3
* xyz -1 2
Ti 0.0466 -0.1551 -0.2900
O 4.7823 -3.0579 -0.6481
C 5.1791 -1.8594 -0.1932
C 6.5292 -1.6919 0.1224
C 6.9962 -0.4796 0.5908
C 6.1300 0.5978 0.7562
C 4.7933 0.4350 0.4444
C 4.2961 -0.7779 -0.0295
C 2.8499 -0.8820 -0.3389
O 2.1095 0.1433 -0.1873
N 2.4180 -2.0441 -0.7826
N 1.0562 -1.9984 -1.0127
C 0.5390 -3.0418 -1.5371
C -0.8474 -3.1305 -1.9558
C -1.3392 -4.3712 -2.3756
C -2.6161 -4.5192 -2.8733
C -3.4224 -3.3832 -2.9867
C -2.9613 -2.1464 -2.5937
C -1.6690 -1.9769 -2.0463
O -1.2715 -0.7938 -1.6865
H 3.8014 -2.9885 -0.8128
H 7.1895 -2.5392 -0.0104
H 8.0477 -0.3738 0.8304
H 6.4950 1.5468 1.1260
H 4.0911 1.2497 0.5648
H 1.1880 -3.8999 -1.7192
H -0.6824 -5.2321 -2.3023
H -2.9785 -5.4904 -3.1824
H -4.4229 -3.4715 -3.3944
H -3.5763 -1.2610 -2.7024
C 1.4592 1.5371 3.0509
N 0.7050 1.9864 1.9036
C 1.3675 3.0981 1.2434
C -0.6883 2.1474 2.0700
C -1.2841 2.2356 3.3216
C -2.6643 2.3511 3.4541
C -3.4542 2.3945 2.3196
C -2.8716 2.2917 1.0620
C -1.4942 2.1388 0.9018
N -0.8563 1.8229 -0.3012
C -1.2144 2.3893 -1.4924
C -2.1357 3.4381 -1.6726
C -2.4594 3.9053 -2.9386
C -1.8746 3.3646 -4.0706
C -0.8956 2.3858 -3.9076
C -0.5533 1.9197 -2.6555
N 0.5838 1.0428 -2.4350
C 0.8168 0.0878 -3.5214
C 1.7732 1.9064 -2.3134
H 1.6100 2.3359 3.7972
H 2.4359 1.1925 2.7080
H 0.9619 0.6968 3.5284
H 1.5403 3.9311 1.9440
H 0.7639 3.4558 0.4138
H 2.3303 2.7602 0.8544
H -0.6671 2.2093 4.2106
H -3.1088 2.4075 4.4399
H -4.5311 2.4781 2.4067
H -3.5038 2.2542 0.1841
H -2.6014 3.8868 -0.8072
H -3.1894 4.7014 -3.0334
H -2.1459 3.7102 -5.0596
H -0.3867 1.9973 -4.7808
H 1.1636 0.5853 -4.4361
H -0.0975 -0.4604 -3.7315
H 1.5911 -0.6120 -3.2061
H 1.8856 2.5192 -3.2167
H 2.6605 1.2942 -2.1729
H 1.6609 2.5553 -1.4492
Cl 1.7821 -2.1360 4.0633
C 0.1095 -2.0082 3.6134
C -0.8747 -2.4858 4.4948
C -2.1996 -2.4213 4.1742
Cl -3.3912 -3.0341 5.2979
C -2.6204 -1.8708 2.9394
C -3.9512 -1.7642 2.4839
C -4.1951 -1.2084 1.2592
C -3.1225 -0.7449 0.4786
N -1.8757 -0.8326 0.8739
C -1.6191 -1.3887 2.0789
C -0.2198 -1.4452 2.3867
O 0.6086 -0.9649 1.5316
H -0.5686 -2.9129 5.4400
H -4.7603 -2.1265 3.1038
H -5.2049 -1.1170 0.8829
H -3.2796 -0.2868 -0.4888
*
```


4.
A cluster of 2 separate species, C10H20NOP in total. Source: OMol25; level of theory: ωB97M-V with the def2-TZVPD basis set.

Summary:
LUMO (spin up / spin down) = 0.540 / -3.753 eV
HOMO (spin up / spin down) = -0.1424 / -0.2923 Eh
Calculated total energy = -23512.1728 eV

The geometry in ORCA input format:
```
! RIJCOSX wB97M-V def2-TZVPD def2/J DEFGRID3
* xyz 0 3
C 0.8091 1.7968 -0.0300
C 3.4384 -1.2246 -0.5293
C 0.5099 1.1150 1.0971
C 3.4343 -0.8639 -1.6735
C 1.6458 3.0400 0.0151
C 3.8437 -1.9741 0.6281
C -2.7719 1.3763 1.3895
C -2.0537 -2.2003 -1.5029
C -2.8462 0.1544 0.4225
C -1.5423 -0.7547 -1.4158
N -1.5971 -0.1252 -0.1148
O -0.9360 -0.9291 2.2502
P -0.3718 -0.4502 0.9827
H 0.2881 1.6855 -0.9265
H 0.4563 -1.2099 0.3421
H 1.1280 1.2178 2.0693
H 3.0600 -0.3230 -2.5400
H 2.6466 2.9873 -0.5369
H 1.8278 3.4835 0.9903
H 1.1999 3.8116 -0.4961
H 4.4179 -2.8813 0.2903
H 2.9504 -2.4069 1.1090
H 4.3709 -1.3802 1.3162
H -3.7225 1.6167 1.6730
H -2.0901 1.3453 2.2587
H -2.3662 2.0335 0.6707
H -2.9328 -2.2159 -0.8652
H -1.9230 -2.6201 -2.5253
H -1.3288 -2.8678 -0.9231
H -3.1976 -0.8299 0.8697
H -3.6040 0.4372 -0.3786
H -0.5288 -0.6273 -1.8204
H -2.2142 -0.2165 -2.0959
*
```


5.
A cluster of 2 separate species, C5H9N3O2 in total. Source: OMol25; level of theory: ωB97M-V with the def2-TZVPD basis set.

Summary:
SMILES string = O=c1cc[nH]c(=O)[nH]1.CN
LUMO = 0.328 eV
ΔE to the lowest compared entry with this formula, charge and spin = 1.054 eV
HOMO = -0.3465 Eh
Calculated total energy = -13895.5272 eV

The geometry in ORCA input format:
```
! RIJCOSX wB97M-V def2-TZVPD def2/J DEFGRID3
* xyz 0 1
O -1.3235 -2.7094 0.7043
C -0.2794 -2.2100 0.3392
C 0.3347 -1.0412 1.0506
C 1.1874 -0.1822 0.4366
N 1.6573 -0.3339 -0.8144
C 1.2810 -1.4474 -1.5960
O 1.7491 -1.7850 -2.6124
N 0.3223 -2.3714 -0.9604
H -0.0212 -0.7711 2.0664
H 1.4198 0.7427 0.9867
H 2.3971 0.2536 -1.2741
H -0.0452 -3.0194 -1.6229
C -1.4378 1.5778 0.5313
N -1.1733 3.0418 0.8398
H -2.5406 1.4536 0.7663
H -1.1159 1.2063 -0.5779
H -0.7471 0.9386 1.0797
H -0.1783 3.2873 0.7614
H -1.4864 3.3694 -0.1041
*
```


6.
A structure of composition C62H53AsGeNP2SSeTl. Source: OMol25; level of theory: ωB97M-V with the def2-TZVPD basis set.

Summary:
LUMO = 3.870 eV
HOMO = -0.0163 Eh
Calculated total energy = -283452.0794 eV

The geometry in ORCA input format:
```
! RIJCOSX wB97M-V def2-TZVPD def2/J DEFGRID3
* xyz -2 1
Tl -0.3045 0.8810 -1.4256
C -1.8513 2.9099 2.3203
N -2.6837 1.6963 2.0980
P -1.7489 0.2556 2.4757
C -1.2135 0.5854 4.2202
C -1.8935 1.3829 5.1403
C -1.4401 1.5034 6.4434
C -0.3014 0.8198 6.8540
C 0.3790 0.0194 5.9496
C -0.0720 -0.0878 4.6399
C -3.0488 -0.9398 3.0107
C -4.1853 -0.5738 3.7245
C -5.0829 -1.5311 4.1671
C -4.8428 -2.8755 3.9101
C -3.7036 -3.2517 3.2153
C -2.8124 -2.2875 2.7607
P -2.9351 1.7676 0.3200
C -3.8638 3.3580 0.2389
C -3.6099 4.1755 -0.8567
C -4.3129 5.3672 -1.0039
C -5.2514 5.7511 -0.0604
C -5.5008 4.9350 1.0403
C -4.8143 3.7418 1.1837
C -4.3425 0.6458 -0.0296
C -4.4102 0.1895 -1.3445
C -5.4586 -0.6281 -1.7373
C -6.4311 -1.0117 -0.8249
C -6.3656 -0.5575 0.4861
C -5.3288 0.2765 0.8756
H -1.2096 2.7980 3.1893
H -2.4977 3.7757 2.4719
H -1.1952 3.1206 1.4649
H -2.7838 1.9132 4.8248
H -1.9779 2.1305 7.1443
H 0.0542 0.9160 7.8727
H 1.2691 -0.5148 6.2574
H 0.4691 -0.7021 3.9287
H -4.3578 0.4737 3.9412
H -5.9718 -1.2296 4.7087
H -5.5491 -3.6268 4.2438
H -3.5199 -4.2964 2.9960
H -1.9550 -2.5741 2.1678
H -2.8861 3.8520 -1.6033
H -4.1187 5.9909 -1.8676
H -5.7932 6.6826 -0.1771
H -6.2351 5.2295 1.7817
H -5.0056 3.1033 2.0378
H -3.6392 0.4788 -2.0551
H -5.4953 -0.9858 -2.7583
H -7.2351 -1.6708 -1.1315
H -7.1166 -0.8572 1.2077
H -5.2825 0.6341 1.8941
S -1.7075 -1.8958 -0.7174
C -1.7370 -3.3662 -1.6472
C -2.7285 -4.3494 -1.4715
C -2.6990 -5.5383 -2.1768
C -1.6821 -5.8000 -3.0906
C -0.6948 -4.8421 -3.2866
C -0.7185 -3.6446 -2.5853
As 0.5563 -2.1891 -2.8026
C 1.7232 -3.0335 -4.1703
C 1.3395 -2.8827 -5.5036
C 2.1096 -3.3988 -6.5349
C 3.2980 -4.0594 -6.2520
C 3.7007 -4.2035 -4.9329
C 2.9161 -3.6991 -3.9020
C 1.7442 -2.5409 -1.2881
C 2.8829 -1.6123 -1.1965
C 3.8508 -1.7769 -0.0163
C 3.5776 -2.9178 0.8742
C 2.4560 -3.6418 0.7628
C 1.5058 -3.4352 -0.3221
H -3.5238 -4.1473 -0.7640
H -3.4808 -6.2739 -2.0153
H -1.6583 -6.7330 -3.6414
H 0.1008 -5.0326 -3.9988
H 0.4272 -2.3420 -5.7349
H 1.7897 -3.2733 -7.5628
H 3.9076 -4.4551 -7.0557
H 4.6278 -4.7158 -4.7020
H 3.2314 -3.8367 -2.8743
H 3.2886 -1.2685 -2.1429
H 4.8973 -1.5363 -0.1787
H 4.3257 -3.1757 1.6163
H 2.2731 -4.4593 1.4515
H 0.6181 -4.0570 -0.3613
C 2.8864 -0.6109 -0.0718
Ge 3.4799 1.1926 -0.4873
C 5.3493 1.3348 0.1539
C 5.6589 0.8669 1.4320
C 6.9473 0.9434 1.9398
C 7.9641 1.4921 1.1698
C 7.6776 1.9650 -0.1013
C 6.3824 1.8862 -0.6000
C 3.5000 1.4905 -2.4078
C 2.4983 2.1834 -3.0841
C 2.4428 2.1918 -4.4718
C 3.4119 1.5274 -5.2057
C 4.4278 0.8393 -4.5522
C 4.4659 0.8182 -3.1667
C 2.4732 2.4608 0.5972
C 2.1171 3.7308 0.1497
C 1.4629 4.6236 0.9878
C 1.1631 4.2614 2.2925
C 1.5026 2.9967 2.7517
C 2.1488 2.1064 1.9071
H 2.0060 -0.6792 0.5600
H 4.8800 0.4223 2.0423
H 7.1595 0.5722 2.9356
H 8.9734 1.5493 1.5598
H 8.4635 2.3970 -0.7092
H 6.1746 2.2715 -1.5911
H 1.6840 2.6690 -2.5584
H 1.5910 2.6649 -4.9451
H 3.3567 1.5119 -6.2877
H 5.1711 0.2917 -5.1206
H 5.2452 0.2442 -2.6729
H 2.3350 4.0305 -0.8676
H 1.1722 5.5962 0.6123
H 0.6428 4.9541 2.9438
H 1.2441 2.6948 3.7598
H 2.3754 1.1098 2.2702
Se -1.4890 2.3745 -3.2715
*
```